# C48H120N8O16

8 unconnected molecules or ions with the total composition C48H120N8O16 (ωB97M-V/def2-TZVPD, the OMol25 dataset).

Atoms and positions in Å:
C  -3.4535  13.0307  -0.0119
O  -2.1363  12.7432  -0.5564
C  -1.4443  11.7297  0.1096
C  -0.1933  11.4331  -0.7102
N  0.4695  10.2820  -0.1812
C  1.8355  10.0063  -0.7623
C  2.4454  8.8567  -0.0055
O  2.7635  9.2035  1.3547
C  3.4094  8.1498  2.1019
H  -3.2651  13.2814  1.0320
H  -4.1376  12.1873  -0.1058
H  -3.9532  13.8661  -0.5023
H  -2.0548  10.8310  0.0208
H  -1.1216  11.9286  1.1316
H  0.5071  12.2683  -0.7093
H  -0.4954  11.2305  -1.7378
H  0.5358  10.3788  0.8219
H  2.4138  10.9288  -0.7097
H  1.8006  9.6808  -1.8020
H  3.3890  8.6410  -0.5068
H  1.7880  7.9873  -0.0083
H  4.3268  7.7380  1.6813
H  2.7029  7.3934  2.4438
H  3.8237  8.5966  3.0057
C  -1.6602  -13.5670  0.5766
O  -1.9155  -12.2255  0.3749
C  -1.5402  -11.7379  -0.8922
C  -1.8877  -10.2842  -0.9269
N  -1.7954  -9.8133  -2.2987
C  -1.9409  -8.3401  -2.3811
C  -2.2546  -7.9674  -3.8268
O  -3.6172  -8.2239  -4.0331
C  -3.9809  -7.9496  -5.3508
H  -0.5994  -13.6204  0.8213
H  -1.9596  -14.1797  -0.2738
H  -2.2182  -13.8942  1.4539
H  -2.2166  -12.1933  -1.6155
H  -0.4750  -11.9028  -1.0546
H  -1.2576  -9.6904  -0.2647
H  -2.9320  -10.2359  -0.6185
H  -2.5808  -10.2538  -2.7561
H  -0.9754  -7.8774  -2.1762
H  -2.7251  -8.0090  -1.7003
H  -1.6171  -8.5022  -4.5308
H  -2.0310  -6.9088  -3.9591
H  -3.2691  -8.3523  -6.0714
H  -4.0457  -6.8893  -5.5950
H  -4.9717  -8.2938  -5.6473
C  2.1133  -3.3364  -8.2631
O  2.5777  -4.6829  -8.2810
C  2.3075  -5.4354  -9.4418
C  3.2058  -6.7093  -9.4577
N  4.5320  -6.4309  -10.0554
C  5.3235  -7.6360  -10.2943
C  6.7291  -7.1591  -10.7817
O  7.7034  -8.1886  -10.6321
C  8.9244  -7.8260  -11.2131
H  2.5258  -2.8045  -9.1205
H  2.4860  -2.8988  -7.3370
H  1.0242  -3.3113  -8.2263
H  2.5127  -4.8837  -10.3592
H  1.2562  -5.7106  -9.5269
H  2.7497  -7.5670  -9.9522
H  3.3583  -7.0475  -8.4327
H  5.0146  -5.7369  -9.5026
H  4.8019  -8.2264  -11.0476
H  5.3991  -8.0484  -9.2881
H  7.0786  -6.3399  -10.1535
H  6.5805  -6.8066  -11.8024
H  9.0640  -7.8921  -12.2921
H  9.7135  -8.4300  -10.7651
H  9.2770  -6.8210  -10.9813
C  -1.0238  4.3537  1.9752
O  -1.3891  3.4141  2.9624
C  -0.3824  2.3568  3.1003
C  -0.1159  1.5259  1.8128
N  -1.2704  0.6950  1.4064
C  -1.0022  0.0773  0.1264
C  -1.5023  1.0338  -1.0182
O  -0.6373  2.1714  -1.2247
C  -1.0035  2.9056  -2.3390
H  -1.2739  4.0784  0.9506
H  0.0150  4.6776  2.0378
H  -1.5871  5.2684  2.1597
H  -0.6228  1.5790  3.8251
H  0.5475  2.8288  3.4174
H  0.6999  0.8322  2.0161
H  0.1529  2.1285  0.9452
H  -2.0808  1.2956  1.3540
H  -1.5990  -0.8333  0.1797
H  0.0202  -0.2949  0.0612
H  -2.5066  1.3626  -0.7510
H  -1.6771  0.5687  -1.9884
H  -0.3783  3.7947  -2.4203
H  -2.0536  3.1963  -2.3091
H  -0.7690  2.2623  -3.1871
C  7.3124  -0.0537  1.7433
O  8.5196  -0.4085  1.1283
C  9.3926  -1.1142  1.9194
C  10.5389  -0.1488  2.4321
N  10.0962  1.0221  3.1282
C  9.7514  0.6315  4.4800
C  9.0503  1.8663  5.1546
O  7.6666  1.8995  4.9731
C  6.9177  1.2374  5.9916
H  7.4570  0.3323  2.7524
H  6.5620  -0.8433  1.7036
H  6.9158  0.7820  1.1668
H  9.9237  -1.8253  1.2868
H  8.8573  -1.6147  2.7263
H  11.0296  0.2002  1.5235
H  11.3449  -0.6808  2.9375
H  9.1904  1.1849  2.7121
H  10.6193  0.4017  5.0982
H  9.0987  -0.2346  4.5895
H  9.4585  2.8052  4.7807
H  9.2633  1.9289  6.2217
H  7.0462  1.7417  6.9494
H  7.2560  0.2039  6.0663
H  5.9376  1.3098  5.5201
C  -3.5517  -3.5684  11.8596
O  -3.1623  -2.2881  11.5755
C  -1.7951  -2.2760  11.1277
C  -1.6054  -0.9123  10.3462
N  -1.6086  0.2568  11.2572
C  -1.7167  1.5355  10.5529
C  -3.1288  1.8401  10.1267
O  -4.0388  1.6953  11.2176
C  -5.4509  1.8697  10.9072
H  -3.0608  -3.9361  12.7607
H  -3.4427  -4.2349  11.0040
H  -4.6060  -3.7220  12.0897
H  -1.6204  -3.0761  10.4084
H  -0.9975  -2.3479  11.8671
H  -2.4408  -0.7802  9.6586
H  -0.6922  -0.9395  9.7517
H  -2.5230  0.1664  11.6766
H  -0.9730  1.6464  9.7637
H  -1.5902  2.2530  11.3636
H  -3.5023  1.1648  9.3569
H  -3.2109  2.8242  9.6653
H  -5.6150  2.3713  9.9535
H  -5.9099  2.3938  11.7455
H  -5.9344  0.8931  10.9330
C  -4.8272  6.7291  -3.8018
O  -4.8583  6.7262  -5.2414
C  -4.0231  7.7027  -5.8479
C  -4.1280  7.4625  -7.3855
N  -3.3246  6.2473  -7.6669
C  -3.3321  5.8710  -9.0361
C  -2.7370  4.4513  -9.1703
O  -3.5460  3.4013  -8.5747
C  -4.6144  2.8254  -9.3373
H  -5.3905  7.5692  -3.3954
H  -3.8793  6.7446  -3.2639
H  -5.4057  5.8563  -3.4992
H  -2.9789  7.5295  -5.5879
H  -4.3392  8.7138  -5.5911
H  -3.9257  8.3745  -7.9471
H  -5.1420  7.2208  -7.7041
H  -3.7091  5.4643  -7.1577
H  -2.6149  6.5549  -9.4899
H  -4.3112  5.9400  -9.5102
H  -1.7421  4.5417  -8.7343
H  -2.6084  4.2256  -10.2289
H  -5.1694  2.2109  -8.6284
H  -4.2471  2.1486  -10.1087
H  -5.3192  3.5535  -9.7389
C  -0.2478  -3.8736  4.9288
O  -1.5443  -3.3785  5.2968
C  -2.6314  -4.2307  4.9204
C  -4.0474  -3.6162  5.0090
N  -4.3139  -2.8654  3.8079
C  -5.5186  -1.9995  3.8374
C  -5.6435  -1.1366  2.5598
O  -4.9239  0.0764  2.6665
C  -5.2588  0.9999  3.7062
H  0.5604  -3.1430  4.9616
H  -0.3221  -4.2216  3.8985
H  -0.0171  -4.7348  5.5559
H  -2.6906  -5.0884  5.5903
H  -2.4497  -4.5727  3.9015
H  -4.0822  -2.9650  5.8824
H  -4.8118  -4.3726  5.1873
H  -3.5231  -2.2486  3.6888
H  -5.5429  -1.3950  4.7441
H  -6.2979  -2.7488  3.9762
H  -6.6883  -0.9472  2.3135
H  -5.1418  -1.7125  1.7821
H  -4.7585  1.9532  3.5360
H  -4.9343  0.7067  4.7046
H  -6.3325  1.1876  3.7054

Output
E (eV): -96387.42957
Structure (SMILES): COCCNCCOC.COCCNCCOC.COCCNCCOC.COCCNCCOC.COCCNCCOC.COCCNCCOC.COCCNCCOC.COCCNCCOC
Energy above the lowest of the compared OMol25 structures with the same formula, charge and spin (kcal/mol): 122.4
2S+1: 1

---

# C20H40F6GaN2O9

A molecular structure, C20H40F6GaN2O9 (ωB97M-V/def2-TZVPD, the OMol25 dataset).

Atoms and positions in Å:
C  -1.8325  -0.1183  -4.5697
C  -1.1160  0.6783  -3.4938
N  -0.9021  -0.1027  -2.2702
Ga  0.8140  0.4268  -1.5104
C  0.9918  2.4535  -1.4044
N  0.5384  3.0342  -0.1108
C  1.1628  -0.3334  0.3814
O  2.2014  -0.1076  0.9569
C  0.1637  -1.2222  1.2243
F  -0.1206  -2.3425  0.5051
F  0.7437  -1.6445  2.3750
C  -1.1782  -0.5041  1.5569
F  -1.0214  0.8367  1.4117
F  -2.1305  -0.9110  0.7071
C  -1.7316  -0.6870  3.0014
F  -3.0539  -0.4233  2.9621
F  -1.5919  -1.9585  3.4359
C  -1.1294  0.2884  4.0441
O  -1.8188  0.8236  4.8560
O  0.2011  0.4499  3.9444
H  -2.7328  -0.6002  -4.1994
H  -2.0610  0.4924  -5.4420
H  -1.1510  -0.8954  -4.9155
H  -0.1584  0.9954  -3.9356
H  -1.6637  1.5945  -3.2665
H  -0.8073  -1.0667  -2.5728
H  1.9790  -0.1344  -2.4916
H  0.4314  2.8702  -2.2435
H  2.0383  2.7069  -1.5416
H  1.1375  3.7879  0.1910
H  -0.4064  3.3806  -0.1697
H  0.5691  0.4276  4.8371
C  4.0459  0.5278  4.2002
O  5.2202  0.6881  3.4389
C  4.9279  0.8061  2.0475
C  5.9938  1.6043  1.3383
O  5.9077  3.0093  1.5490
C  6.3729  3.5095  2.7844
C  7.8788  3.5983  2.8923
O  8.4545  2.3351  3.1749
C  9.8105  2.2698  2.8138
H  3.5105  -0.3881  3.9241
H  4.3409  0.4718  5.2485
H  3.3684  1.3798  4.0645
H  3.9575  1.2830  1.8998
H  4.8798  -0.1959  1.6076
H  5.8347  1.4709  0.2670
H  6.9917  1.2311  1.5829
H  5.9579  2.9521  3.6276
H  5.9903  4.5323  2.8324
H  8.1373  4.2954  3.7034
H  8.2793  3.9957  1.9510
H  9.9455  2.4646  1.7429
H  10.1595  1.2623  3.0328
H  10.4147  2.9871  3.3846
C  -5.7677  -4.5189  0.0649
O  -5.8776  -3.3134  -0.6487
C  -4.6266  -2.6426  -0.7780
C  -4.5923  -1.7819  -2.0158
O  -4.4170  -2.5109  -3.2253
C  -5.5196  -3.2346  -3.7296
C  -6.5889  -2.3736  -4.3641
O  -7.4193  -1.7749  -3.3853
C  -8.0753  -0.6286  -3.8667
H  -5.4304  -4.3492  1.0948
H  -6.7553  -4.9780  0.0891
H  -5.0697  -5.2087  -0.4256
H  -3.8075  -3.3686  -0.8266
H  -4.4756  -2.0052  0.1015
H  -3.7113  -1.1380  -1.9420
H  -5.4762  -1.1419  -2.0652
H  -5.9532  -3.8944  -2.9740
H  -5.1010  -3.8587  -4.5234
H  -7.2102  -3.0011  -5.0209
H  -6.1041  -1.6025  -4.9756
H  -7.3559  0.1280  -4.2014
H  -8.6596  -0.2170  -3.0458
H  -8.7506  -0.8707  -4.6978

Output
E (eV): -111474.37778
Total charge: -1
Energy above the lowest of the compared OMol25 structures with the same formula, charge and spin (kcal/mol): 0.0
2S+1: 1

---

# C41H50BeClCsF5N6O14P2S3

A molecular structure, C41H50BeClCsF5N6O14P2S3 (ωB97M-V/def2-TZVPD, the OMol25 dataset).

Atoms and positions in Å:
C  4.1579  -1.9817  5.0495
C  3.8768  -1.5571  3.9554
C  3.2366  -1.2108  2.6339
C  2.0327  -0.2298  2.9144
C  2.0290  1.0089  1.9371
N  0.7814  1.0765  1.1306
C  -0.3942  1.1855  1.6652
P  -0.9790  1.3372  3.4398
O  -2.1250  2.5337  3.4316
Cl  0.5270  2.1773  4.6143
C  -1.4335  1.1419  0.5012
C  -2.8871  1.5871  0.7926
C  -3.9333  1.0452  -0.2133
C  -5.3108  0.7537  0.4617
S  -6.5711  2.0290  0.0514
C  -7.5555  1.1219  -1.1870
S  -6.9305  1.0377  -2.7007
N  -8.8244  0.5050  -0.9635
C  -8.7855  -0.6434  -0.0978
C  -8.1491  -0.7294  1.1577
C  -8.2086  -1.9047  1.9557
C  -8.9345  -3.0170  1.4854
C  -9.5802  -2.9532  0.2278
C  -9.5087  -1.7872  -0.5537
C  -9.8821  1.4292  -0.6281
C  -11.0093  1.3992  -1.4904
C  -12.1547  2.1987  -1.2860
C  -12.1949  3.0694  -0.1646
C  -11.0687  3.1141  0.6792
C  -9.9097  2.3072  0.4805
C  -0.6527  1.6265  -0.7581
C  -0.7296  3.1726  -0.8397
O  -0.5696  3.6327  -2.1869
C  -0.1003  4.9113  -2.1936
F  1.1626  4.9877  -1.7675
F  -0.8695  5.7186  -1.4749
F  -0.1156  5.3356  -3.4288
P  -1.4249  1.0255  -2.4056
N  -1.7786  -0.6983  -2.2924
O  -0.2709  1.1279  -3.5871
C  0.7633  1.0309  -0.3569
C  1.8120  1.9437  -1.0755
C  3.1624  1.3042  -1.2811
C  4.3010  0.9188  -1.2235
C  0.9852  -0.4218  -0.8383
O  1.0674  -0.6923  -1.9946
N  1.0583  -1.5715  0.1109
C  1.9318  -2.4889  -0.5351
O  1.6146  -3.4600  -1.1301
F  3.2063  -2.1444  -0.4476
H  4.2521  -2.2152  6.0966
H  4.0209  -0.7501  2.0154
H  2.8384  -2.1290  2.1871
H  2.1813  0.0956  3.9506
H  1.1042  -0.8006  2.7836
H  2.1704  1.9493  2.4888
H  2.9154  0.8998  1.2990
H  -1.8993  3.2005  4.0989
H  -1.5569  0.0354  0.3762
H  -3.1546  1.1621  1.7795
H  -2.9635  2.6793  0.9141
H  -4.0693  1.7576  -1.0377
H  -3.5504  0.1024  -0.6334
H  -5.6911  -0.1969  0.0566
H  -5.2346  0.6145  1.5503
H  -7.6111  0.1249  1.5683
H  -7.7269  -1.9061  2.9330
H  -8.9825  -3.8994  2.1261
H  -10.1682  -3.7964  -0.1328
H  -10.0358  -1.7246  -1.5086
H  -11.0021  0.7083  -2.3346
H  -12.9768  2.0770  -1.9880
H  -13.1002  3.6536  -0.0091
H  -11.1208  3.7761  1.5469
H  -9.0708  2.3488  1.1739
H  0.0112  3.6648  -0.1809
H  -1.7083  3.5458  -0.4969
H  -2.7376  -0.8855  -2.5554
H  -1.5340  -1.1094  -1.3986
H  -0.2231  0.2933  -4.0693
H  1.9472  2.8967  -0.5416
H  1.4578  2.2242  -2.0842
H  5.3438  0.7187  -1.0578
H  0.1426  -2.0105  0.0040
C  4.4811  -5.3928  -0.3497
N  5.2556  -6.1019  0.7030
O  5.6454  -5.4420  1.6452
O  5.4397  -7.2842  0.5401
H  4.3964  -4.3485  -0.0725
H  5.0244  -5.5036  -1.2845
H  3.5014  -5.8585  -0.4088
F  -13.1351  -0.1657  -1.8372
C  8.1322  -1.3591  1.3806
C  9.0179  -2.0125  0.6191
C  10.0225  -1.2839  -0.1884
O  10.8289  -1.8826  -0.8909
C  10.0082  0.1877  -0.1197
C  9.1205  0.8408  0.6433
C  8.1196  0.1156  1.4482
O  7.3097  0.7093  2.1433
H  7.3908  -1.8770  1.9779
H  9.0402  -3.0971  0.5566
H  10.7514  0.7050  -0.7147
H  9.0984  1.9215  0.7059
Cs  8.1854  -1.6471  -1.7019
O  -1.9077  3.2920  -5.0377
S  -0.8677  3.4539  -6.0668
O  -1.2696  2.7150  -7.2716
O  0.4185  2.9257  -5.5862
O  -0.7099  4.8833  -6.3643
Be  6.6478  -0.9336  4.8420
C  12.9608  -1.1430  2.1509
C  14.1264  -0.1250  2.0842
O  13.8061  0.7992  1.1754
H  12.8119  -1.6309  1.1854
H  13.1769  -1.9236  2.8895
H  12.0260  -0.6587  2.4474
H  15.0405  -0.7272  1.9042
H  14.2757  0.2160  3.1317
N  -1.0612  -4.1559  -2.9544
H  -0.6159  -4.1666  -3.8757
H  -1.5975  -5.0175  -2.8251
H  -0.3388  -4.0873  -2.2256
H  -1.6885  -3.3472  -2.8914

Output
E (eV): -159041.07505
Total charge: +1
2S+1: 1

---

# C4H13N2O

A gas-phase ion, C4H13N2O (charge +1) (ωB97M-V/def2-TZVPD, the OMol25 dataset).

Atoms and positions in Å:
C  0.1926  1.8400  -0.6535
C  -2.0098  -1.2362  -0.0991
C  1.7828  -0.8651  0.1481
C  -0.5173  0.6715  0.0988
N  -1.1791  -0.2421  -0.7277
N  0.8549  -0.1264  0.8846
O  -1.1848  1.0287  1.2653
H  1.2404  1.4648  -0.8709
H  0.2724  2.7919  -0.2126
H  -0.2537  1.9202  -1.6297
H  -1.9769  -2.2550  -0.4732
H  -1.8068  -1.4924  0.8672
H  -3.0318  -0.9680  -0.0557
H  1.4468  -1.7835  -0.2492
H  2.3637  -0.3265  -0.6641
H  2.6762  -1.1780  0.7545
H  -1.1817  -0.1270  -1.6569
H  0.1530  -0.6824  1.3457
H  1.3031  0.6026  1.3485
H  -1.6106  1.8873  0.9902

Output
E (eV): -9378.55102
Structure (SMILES): CN[C@@](C)(O)[NH2+]C
Total charge: +1
Energy above the lowest of the compared OMol25 structures with the same formula, charge and spin (kcal/mol): 69.9
2S+1: 1

---

For reference, max |F| by record: 2.81, 0.76, 6.67, 5.70 eV Å⁻¹.
For reference, Kohn-Sham gap by record: 8.92, 6.92, 0.82, 11.20 eV.